[1]
Entry from OMol25: a structure of composition C29H44N4O3S2SbSe4SiY (the ωB97M-V functional and the def2-TZVPD basis).

```
89
Properties=species:S:1:pos:R:3
Y 0.53 -0.11 -0.49
N 3.54 3.65 5.02
C 3.72 2.90 3.85
C 4.51 3.38 2.80
C 4.55 2.70 1.59
C 3.84 1.52 1.45
C 3.16 0.97 2.55
C 3.11 1.66 3.74
S 3.49 0.88 -0.12
O 2.87 -0.46 0.10
O 4.71 0.88 -0.91
N 2.32 1.67 -0.86
C 1.83 2.94 -0.59
N 1.90 3.44 0.64
C 1.30 4.59 0.89
C 0.62 5.29 -0.10
C 0.61 4.69 -1.35
N 1.21 3.54 -1.61
H 3.66 4.64 4.87
H 2.62 3.48 5.41
H 5.03 4.33 2.91
H 5.09 3.11 0.75
H 2.63 0.04 2.44
H 2.52 1.27 4.56
H 1.34 4.93 1.92
H 0.11 6.22 0.10
H 0.10 5.16 -2.18
C -4.08 1.24 -0.66
S -2.46 1.48 0.07
O -1.51 1.09 -1.10
C -2.52 3.27 0.07
C -2.66 3.97 -1.12
C -2.79 5.35 -1.08
C -2.75 6.02 0.14
C -2.56 5.31 1.31
C -2.44 3.92 1.29
H -4.08 1.65 -1.67
H -4.81 1.74 -0.02
H -4.27 0.17 -0.67
H -2.65 3.44 -2.07
H -2.90 5.91 -2.01
H -2.85 7.10 0.16
H -2.49 5.82 2.27
H -2.31 3.37 2.21
C -2.83 -3.81 0.14
C -2.23 -3.56 -1.25
C -3.11 -2.46 -1.89
C -2.39 -4.85 -2.07
Si -0.38 -2.90 -1.01
C 0.64 -4.13 0.13
C 2.14 -3.83 0.02
C 0.43 -5.64 -0.07
C 0.28 -3.79 1.59
C 0.45 -2.81 -2.80
C 1.05 -4.13 -3.33
C -0.55 -2.35 -3.87
C 1.55 -1.74 -2.80
H -3.90 -4.05 0.04
H -2.74 -2.93 0.78
H -2.36 -4.65 0.65
H -4.16 -2.67 -1.67
H -3.01 -2.42 -2.97
H -2.86 -1.48 -1.49
H -3.46 -5.09 -2.18
H -1.92 -5.70 -1.57
H -1.97 -4.78 -3.07
H 2.60 -4.27 -0.85
H 2.65 -4.24 0.90
H 2.35 -2.76 0.02
H 0.63 -5.95 -1.10
H -0.58 -5.95 0.19
H 1.12 -6.20 0.58
H 0.61 -2.78 1.85
H 0.79 -4.49 2.27
H -0.78 -3.83 1.81
H 0.36 -4.97 -3.22
H 1.97 -4.40 -2.81
H 1.30 -4.04 -4.39
H -1.32 -3.09 -4.08
H -0.01 -2.16 -4.81
H -1.05 -1.42 -3.58
H 2.30 -1.81 -2.00
H 1.17 -0.71 -2.84
H 2.09 -1.82 -3.76
Se -0.40 3.60 4.39
Sb -1.24 1.34 4.24
Se -0.01 0.45 1.87
Se -3.58 1.24 3.64
Se -0.38 -0.17 5.88
```

LUMO in hartree: 0.1423
Orbital gap in eV: 5.89
Energy above the lowest of the compared OMol25 structures with the same formula, charge and spin in kcal per mole: 24.11
Net charge: -2
E_HOMO in eV: -2.0
E in a.u.: -12546.57759

These are the Mulliken partial charges, in e, on atoms 1 to 6: atom 1 (Y): -0.740, atom 2 (N): -0.668, atom 3 (C): 0.779, atom 4 (C): -0.711, atom 5 (C): -0.402, atom 6 (C): -0.641

[2]
Entry from OMol25: the molecule C5H11N (the ωB97M-V functional and the def2-TZVPD basis).

```
17
Properties=species:S:1:pos:R:3
C 2.66 0.27 -1.14
C 1.32 0.98 -0.93
C 0.47 0.41 0.15
C -0.78 -0.08 0.03
N -1.38 -1.00 0.88
C -2.77 -0.84 1.21
H 3.43 0.98 -1.43
H 2.57 -0.50 -1.91
H 3.00 -0.27 -0.26
H 1.58 2.00 -0.62
H 0.79 1.08 -1.88
H 0.85 0.40 1.17
H -1.51 0.25 -0.72
H -0.75 -1.24 1.63
H -3.14 -1.55 1.94
H -3.04 0.14 1.60
H -3.32 -1.03 0.29
```

LUMO in hartree: 0.0431
Orbital gap in eV: 8.85
Energy above the lowest of the compared OMol25 structures with the same formula, charge and spin in kcal per mole: 27.64
E_HOMO in eV: -7.7
E in a.u.: -251.81848

These are the Mulliken partial charges, in e, on atoms 1 to 6: atom 1 (C): -1.082, atom 2 (C): -0.457, atom 3 (C): -0.551, atom 4 (C): 0.073, atom 5 (N): -0.283, atom 6 (C): -0.883

[3]
Entry from OMol25: the molecule C3H6N2 (the ωB97M-V functional and the def2-TZVPD basis).

```
11
Properties=species:S:1:pos:R:3
C 0.65 -1.39 -0.52
N 0.42 -0.60 -1.51
N -0.28 0.66 -0.96
C -0.97 0.62 0.45
C 0.44 1.12 0.33
H 1.09 -2.47 -0.55
H 0.26 -1.20 0.47
H -2.03 1.28 0.49
H -1.30 -0.46 0.76
H 0.71 2.17 0.42
H 1.02 0.26 0.63
```

LUMO in hartree: 0.0374
Orbital gap in eV: 10.69
Energy above the lowest of the compared OMol25 structures with the same formula, charge and spin in kcal per mole: 114.09
E_HOMO in eV: -9.7
E in a.u.: -227.24302

These are the Mulliken partial charges, in e, on atoms 1 to 6: atom 1 (C): -0.217, atom 2 (N): -0.268, atom 3 (N): -0.269, atom 4 (C): -0.264, atom 5 (C): -0.288, atom 6 (H): 0.261

[4]
Entry from OMol25: a cluster of 2 separate species, C4H8NO2 in total (the ωB97M-V functional and the def2-TZVPD basis).

```
15
Properties=species:S:1:pos:R:3
C -0.86 0.40 0.88
C -2.07 0.06 1.69
C 1.17 -0.20 -1.50
C 1.33 0.21 -0.06
N 0.16 3.08 0.22
O -0.12 3.87 0.98
O 0.07 -0.34 0.48
H -2.93 -0.33 1.13
H -2.59 0.89 2.10
H -1.83 -0.51 2.54
H 2.15 -0.31 -1.89
H 0.76 -1.23 -1.51
H 0.70 0.48 -2.05
H 1.58 1.25 0.06
H 1.99 -0.23 0.58
```

LUMO (alpha / beta) in hartree: -0.1931 / -0.2280
Orbital gap (alpha / beta) in eV: 9.58 / 6.57
Energy above the lowest of the compared OMol25 structures with the same formula, charge and spin in kcal per mole: 160.68
Net charge: +1
E_HOMO (alpha / beta) in eV: -14.8 / -12.8
E in a.u.: -361.95741

These are the Mulliken partial charges, in e, on atoms 1 to 6: atom 1 (C): 0.538, atom 2 (C): -0.955, atom 3 (C): -1.180, atom 4 (C): -0.142, atom 5 (N): 0.259, atom 6 (O): -0.154

[5]
Entry from OMol25: a cluster of 2 separate species, CN4O2S in total (the ωB97M-V functional and the def2-TZVPD basis).

```
8
Properties=species:S:1:pos:R:3
C -0.69 -0.17 -0.85
N 2.18 0.47 -0.41
N 2.71 0.02 0.52
N -0.21 -0.59 -1.82
N 3.11 -0.60 1.41
O -2.77 1.34 -0.10
O -2.54 -0.87 0.75
S -1.81 0.41 0.49
```

LUMO in hartree: 0.2293
Orbital gap in eV: 5.83
Energy above the lowest of the compared OMol25 structures with the same formula, charge and spin in kcal per mole: 6.69
Net charge: -2
E_HOMO in eV: 0.4
E in a.u.: -805.70850

These are the Mulliken partial charges, in e, on atoms 1 to 6: atom 1 (C): 0.325, atom 2 (N): -0.651, atom 3 (N): 0.381, atom 4 (N): -0.533, atom 5 (N): -0.693, atom 6 (O): -0.623

[6]
Entry from OMol25: a cluster of 6 separate species, C22H32BF3O14S in total (the ωB97M-V functional and the def2-TZVPD basis).

```
73
Properties=species:S:1:pos:R:3
O -3.51 3.69 -1.17
C -2.40 3.09 -1.14
O -1.29 3.71 -1.01
B -2.32 1.44 -1.21
S -2.70 0.76 0.56
O -3.39 -0.53 0.60
O -3.26 1.74 1.47
C -0.98 0.52 1.30
F -0.99 0.80 2.62
F -0.50 -0.72 1.15
F -0.18 1.38 0.70
H -3.06 0.92 -2.01
H -1.18 1.12 -1.48
O -0.61 -1.55 -2.34
C 0.23 -2.27 -1.90
O 1.49 -2.45 -2.44
C 2.17 -3.48 -1.70
C 1.48 -3.53 -0.33
C 0.05 -3.14 -0.69
H 2.06 -4.42 -2.25
H 3.22 -3.22 -1.63
H 1.57 -4.49 0.17
H 1.92 -2.77 0.31
H -0.56 -4.00 -0.96
H -0.42 -2.57 0.09
O 4.16 2.59 1.51
C 3.40 3.33 0.94
O 2.28 2.92 0.34
C 1.62 4.01 -0.35
C 2.15 5.26 0.33
C 3.56 4.83 0.74
H 1.90 3.96 -1.41
H 0.54 3.88 -0.27
H 2.11 6.14 -0.31
H 1.55 5.47 1.22
H 4.29 5.01 -0.05
H 3.89 5.30 1.67
O -2.36 8.65 3.10
C -2.47 7.73 2.32
O -1.45 6.94 1.99
C -1.88 5.99 0.95
C -3.38 5.90 1.09
C -3.72 7.32 1.57
H -1.56 6.37 -0.02
H -1.40 5.03 1.11
H -3.86 5.60 0.16
H -3.64 5.17 1.85
H -3.87 8.01 0.74
H -4.59 7.34 2.23
O 4.13 -5.43 -0.59
C 4.54 -5.75 -1.66
O 5.44 -5.01 -2.36
C 5.66 -5.59 -3.66
C 5.26 -7.05 -3.52
C 4.15 -6.98 -2.47
H 5.03 -5.05 -4.38
H 6.70 -5.45 -3.93
H 4.95 -7.50 -4.46
H 6.10 -7.63 -3.13
H 3.17 -6.79 -2.92
H 4.11 -7.85 -1.84
O -1.00 -3.16 2.07
C -2.20 -3.15 2.06
O -2.91 -3.58 0.99
C -4.30 -3.31 1.18
C -4.48 -3.18 2.69
C -3.13 -2.61 3.12
H -4.54 -2.38 0.66
H -4.89 -4.12 0.75
H -5.34 -2.57 2.97
H -4.62 -4.17 3.13
H -3.12 -1.52 3.05
H -2.82 -2.93 4.10
```

LUMO in hartree: 0.1157
Orbital gap in eV: 4.02
Net charge: -2
E_HOMO in eV: -0.9
E in a.u.: -2633.61191

These are the Mulliken partial charges, in e, on atoms 1 to 6: atom 1 (O): -0.730, atom 2 (C): -0.005, atom 3 (O): -0.625, atom 4 (B): 0.541, atom 5 (S): 0.729, atom 6 (O): -0.618

[7]
Entry from OMol25: a structure of composition C24H33ClLuN2O3S3 (the ωB97M-V functional and the def2-TZVPD basis).

```
67
Properties=species:S:1:pos:R:3
Lu 0.54 0.02 0.09
C 2.83 1.91 2.37
C 3.45 0.51 2.40
C 4.68 0.47 1.50
C 2.43 -0.59 2.11
C 1.23 -0.67 2.83
C 0.38 -1.77 2.70
C 0.68 -2.83 1.85
C -0.21 -4.02 1.70
C 1.85 -2.73 1.09
C 2.70 -1.63 1.21
H 3.56 2.65 2.71
H 1.95 2.01 3.00
H 2.56 2.19 1.35
H 3.77 0.32 3.43
H 4.40 0.66 0.46
H 5.20 -0.48 1.56
H 5.38 1.25 1.80
H 0.99 0.11 3.53
H -0.53 -1.81 3.29
H 0.34 -4.94 1.89
H -0.59 -4.08 0.68
H -1.05 -3.98 2.39
H 2.10 -3.50 0.38
H 3.60 -1.60 0.61
C -2.58 -1.29 0.90
O -1.65 -0.24 1.21
C -2.32 0.95 1.61
C -1.25 1.89 2.13
O -0.17 2.02 1.19
C -0.28 3.11 0.26
C -1.17 2.73 -0.93
O -1.10 1.31 -1.12
C -1.52 0.97 -2.46
H -3.20 -1.50 1.78
H -2.00 -2.16 0.62
H -3.21 -1.00 0.06
H -3.04 0.73 2.41
H -2.87 1.37 0.76
H -0.80 1.48 3.04
H -1.66 2.88 2.36
H 0.74 3.32 -0.06
H -0.67 3.99 0.77
H -0.81 3.24 -1.82
H -2.21 3.00 -0.77
H -0.76 1.30 -3.17
H -2.48 1.45 -2.67
H -1.62 -0.11 -2.50
Cl -0.08 -1.83 -1.31
S 4.97 -2.62 -4.37
C 4.19 -1.28 -3.82
S 3.46 -1.18 -2.23
C 2.95 0.43 -2.56
N 3.29 0.87 -3.72
N 4.01 -0.07 -4.40
C 4.47 0.30 -5.71
C 3.57 0.90 -6.58
C 4.01 1.27 -7.84
C 5.32 1.03 -8.22
C 6.21 0.43 -7.34
C 5.79 0.06 -6.07
S 2.04 1.47 -1.47
H 2.55 1.08 -6.26
H 3.32 1.74 -8.52
H 5.66 1.32 -9.20
H 7.23 0.25 -7.63
H 6.46 -0.41 -5.37
```

LUMO in hartree: -0.0990
Orbital gap in eV: 7.00
Energy above the lowest of the compared OMol25 structures with the same formula, charge and spin in kcal per mole: 11.38
Net charge: +1
E_HOMO in eV: -9.7
E in a.u.: -4159.76152

These are the Mulliken partial charges, in e, on atoms 1 to 6: atom 1 (Lu): 1.407, atom 2 (C): -1.242, atom 3 (C): 0.556, atom 4 (C): -1.608, atom 5 (C): -0.521, atom 6 (C): 0.016

[8]
Entry from OMol25: a structure of composition C16H44N4O4 (the ωB97M-V functional and the def2-TZVPD basis).

```
68
Properties=species:S:1:pos:R:3
C -0.09 -0.93 -0.10
C -0.74 0.00 -1.13
C -2.33 0.21 -0.95
O -3.00 1.05 -1.89
C -3.05 0.57 -3.22
N 0.01 1.21 -1.31
H -0.52 -0.72 0.88
H 0.99 -0.75 -0.15
H -0.31 -2.00 -0.08
H -0.61 -0.52 -2.08
H -2.58 0.56 0.05
H -2.81 -0.76 -1.02
H -2.04 0.74 -3.59
H -3.66 1.28 -3.77
H -3.49 -0.40 -3.43
H -0.54 1.71 -2.00
H 0.91 1.06 -1.72
C 1.31 2.50 2.44
C 0.95 1.46 1.43
C 1.07 -0.06 1.83
O 2.40 -0.49 1.53
C 2.56 -1.77 1.00
N -0.30 1.85 0.76
H 1.36 3.46 1.93
H 2.21 2.28 3.02
H 0.49 2.55 3.15
H 1.73 1.63 0.69
H 0.35 -0.68 1.29
H 0.80 -0.29 2.86
H 2.05 -2.08 0.09
H 2.39 -2.56 1.75
H 3.61 -1.89 0.75
H -0.40 2.81 0.49
H -0.46 1.42 -0.14
C -1.69 -2.93 3.34
C -1.26 -1.77 4.20
C -1.91 -0.43 3.64
O -1.37 0.02 2.44
C -1.52 1.31 2.04
N -1.64 -2.04 5.53
H -1.21 -3.86 3.64
H -1.57 -2.77 2.27
H -2.76 -3.13 3.48
H -0.18 -1.62 4.16
H -1.68 0.29 4.42
H -2.98 -0.60 3.53
H -0.67 1.91 2.38
H -2.46 1.78 2.33
H -1.39 1.32 0.96
H -2.64 -2.11 5.67
H -1.43 -1.16 5.98
C 3.63 0.96 -2.71
C 2.49 0.04 -2.91
C 1.18 0.91 -3.14
O -0.04 0.18 -3.29
C -0.35 -0.29 -4.55
N 2.84 -0.80 -4.02
H 4.59 0.51 -2.50
H 3.42 1.62 -1.86
H 3.85 1.53 -3.62
H 2.28 -0.45 -1.96
H 1.35 1.64 -3.93
H 1.06 1.51 -2.23
H -0.17 0.44 -5.34
H -1.44 -0.39 -4.54
H 0.14 -1.22 -4.87
H 1.99 -1.28 -4.26
H 3.31 -1.58 -3.60
```

LUMO in hartree: 0.0179
Orbital gap in eV: 4.75
Energy above the lowest of the compared OMol25 structures with the same formula, charge and spin in kcal per mole: 520.46
E_HOMO in eV: -4.3
E in a.u.: -1155.09106

These are the Mulliken partial charges, in e, on atoms 1 to 6: atom 1 (C): -0.053, atom 2 (C): 0.981, atom 3 (C): -0.799, atom 4 (O): -0.452, atom 5 (C): -0.454, atom 6 (N): -0.361